Record 1
{
  "formula": "C5H32N2O9",
  "method": "ωB97M-V/def2-TZVPD",
  "symbols": ["O", "O", "O", "O", "O", "O", "O", "O", "O", "N", "N", "C", "C", "C", "C", "C", "H", "H", "H", "H", "H", "H", "H", "H", "H", "H", "H", "H", "H", "H", "H", "H", "H", "H", "H", "H", "H", "H", "H", "H", "H", "H", "H", "H", "H", "H", "H", "H"],
  "positions_angstrom": [[4.32016, 0.56903, -0.87695], [-1.76694, -1.49771, 1.95429], [-0.53768, -3.73653, 0.39646], [1.31649, -2.61595, -3.04395], [-2.90815, 1.58924, 2.84566], [-2.51357, 3.37057, -2.22675], [-2.70181, 0.77754, -1.57067], [0.03587, -0.69269, 3.76738], [-3.89811, -1.64916, -0.41190], [-0.94946, 2.37436, 0.32623], [2.44140, -1.26940, 0.46696], [1.46670, -0.43825, -0.36736], [0.75003, 0.60671, 0.52987], [3.00098, -2.25270, -0.44409], [1.05004, 2.78659, -1.02509], [0.10305, 1.67795, -0.58896], [-0.54983, 2.99797, 0.95655], [-1.37649, -1.23363, 2.76504], [3.61957, -2.97270, 0.16112], [0.57488, -0.98396, -0.71484], [4.58715, 1.35974, -0.44191], [3.00947, -0.62875, 0.85251], [1.45921, 3.45290, -0.22893], [0.71573, -3.34715, -3.11864], [-2.32363, -0.74103, 1.44286], [-3.77529, 1.39361, 2.43707], [-0.42431, 1.17737, -1.39127], [-0.25274, -2.83563, 0.51935], [-3.47367, 0.34858, -1.16481], [0.47653, -1.54210, 3.79647], [2.01741, 2.47424, -1.60118], [-0.54508, -4.08335, 1.34669], [1.22840, 1.14260, 1.44410], [3.68564, 0.26596, -0.24866], [2.17198, -2.83665, -0.79458], [-2.10686, 0.47208, -0.81168], [1.99197, 0.33362, -1.20443], [-2.80551, 2.43328, -2.05234], [3.47367, -1.66029, -1.35180], [-3.04341, -2.12398, -0.79295], [-2.64361, 2.31939, 2.19018], [0.57238, -0.08170, 3.24716], [-1.60338, 3.12259, -2.59090], [-3.88042, -2.16935, 0.32049], [-1.58522, 3.04554, -0.24311], [0.41485, 3.59143, -1.54550], [1.37259, -2.51755, -2.01749], [-0.19098, 0.22726, 1.10430]],
  "forces_ev_per_a": [[0.48, -0.09, -0.70], [-2.95, 0.97, -4.21], [0.05, -1.37, 1.73], [0.34, 0.73, 2.90], [-0.43, 1.63, -2.17], [1.86, -1.60, -0.65], [0.67, -1.73, 2.38], [-0.22, 0.33, 0.42], [3.37, 0.38, -4.34], [-2.49, -0.38, -3.65], [-5.12, -1.56, -3.34], [1.01, 2.78, 1.60], [-2.50, 1.22, -0.23], [1.83, 1.02, -0.01], [1.20, 1.34, -1.40], [0.22, 1.46, 5.39], [1.57, 0.94, 1.35], [0.39, 1.52, 1.24], [0.00, 0.84, -1.13], [1.02, -0.37, -0.56], [0.83, 1.28, 0.15], [2.87, 2.00, 1.95], [-0.38, -1.09, 0.24], [-0.52, -0.64, -0.32], [2.23, -2.40, 2.70], [0.35, -0.24, 0.67], [0.29, -0.11, -0.11], [0.00, 0.70, 0.25], [-0.64, 0.07, -0.78], [0.46, -0.03, -0.12], [-2.01, 0.46, 0.49], [-0.11, 0.71, -2.07], [0.24, -0.49, -2.10], [-0.72, -0.71, 0.24], [-0.15, -0.46, 0.07], [-0.44, 1.15, -1.54], [-1.20, -2.99, 1.59], [-0.08, 1.04, 0.05], [-0.33, -1.90, 1.59], [-2.40, 1.78, 0.27], [0.09, -1.57, 1.42], [0.02, -0.38, 0.03], [-1.70, 0.97, 0.49], [-0.82, -2.14, 4.20], [1.32, -1.64, 0.70], [1.09, -1.37, -0.12], [-0.17, -0.09, -3.18], [1.57, 0.02, -1.40]],
  "homo_ev": -9.68,
  "e_above_lowest_kj_mol": 527.0,
  "e_tot_ha": -996.19615,
  "homo_lumo_gap_ev": 9.77,
  "e_lumo_ha": 0.003,
  "smiles": "CNCC[C@H](C)N.O.O.O.O.O.O.O.O.O",
  "max_force_ev_per_a": 6.30
}

=====

Record 2
{
  "formula": "C19H22ClN3O4S",
  "method": "ωB97M-V/def2-TZVPD",
  "symbols": ["Cl", "S", "O", "O", "O", "O", "N", "N", "N", "C", "C", "C", "C", "C", "C", "C", "C", "C", "C", "C", "C", "C", "C", "C", "C", "C", "C", "C", "H", "H", "H", "H", "H", "H", "H", "H", "H", "H", "H", "H", "H", "H", "H", "H", "H", "H", "H", "H", "H", "H"],
  "positions_angstrom": [[-2.83495, 7.26733, -0.50670], [-3.11275, 1.35427, -2.53383], [-1.23819, -3.30209, 0.19045], [5.67879, -2.47792, 2.92968], [-4.48630, 0.97648, -2.66887], [-2.24499, 1.20604, -3.67134], [0.83156, -2.58224, -0.35177], [-1.02511, -1.81969, -1.52402], [-2.49995, 0.59127, -1.16879], [-3.79518, 4.75277, -0.48194], [-3.02532, 3.05547, -1.97840], [-2.47123, -1.81559, -1.67222], [-3.84936, 3.44903, -0.94082], [1.49311, -3.37177, 0.66219], [-1.05439, 0.59032, -1.10478], [4.40818, -2.04109, 2.70778], [-2.14706, 3.94146, -2.57177], [3.85611, -0.88434, 3.24433], [2.54588, -0.54828, 2.94041], [1.78233, -1.34647, 2.11382], [2.32765, -2.50577, 1.56919], [-0.45186, -0.55505, -1.93520], [-3.09127, -0.69327, -0.83837], [-2.90850, 5.64316, -1.07527], [6.50953, -1.72775, 3.78155], [-2.08334, 5.24870, -2.11957], [3.63471, -2.84145, 1.86514], [-0.52195, -2.60027, -0.49884], [0.63229, -0.54909, -1.82895], [-4.52925, 2.73034, -0.51324], [-2.70655, -1.65928, -2.72904], [6.09388, -1.66070, 4.79223], [-4.15968, -0.61263, -1.03338], [2.12221, 0.35038, 3.36458], [-1.40616, 5.95675, -2.57054], [1.41750, -2.12816, -1.02980], [-2.92152, -0.88336, 0.22566], [-0.70593, -0.39082, -2.98683], [-2.84784, -2.78382, -1.34171], [4.08509, -3.73378, 1.45842], [0.69417, -3.85888, 1.23132], [2.11454, -4.14674, 0.19986], [-4.43135, 5.08248, 0.32416], [-1.53173, 3.59770, -3.38849], [0.75890, -1.08598, 1.89016], [7.45618, -2.26465, 3.81758], [6.68138, -0.71915, 3.39132], [-0.76333, 0.48398, -0.05394], [-0.70639, 1.55482, -1.47745], [4.42742, -0.24266, 3.89606]],
  "forces_ev_per_a": [[0.01, 0.23, 0.09], [0.18, 0.42, 0.48], [-0.30, -0.20, 0.30], [-0.25, -0.14, -0.20], [-0.15, -0.06, 0.25], [0.12, 0.17, 0.14], [0.33, 0.06, -0.04], [-0.13, -0.10, -0.06], [-0.57, 0.51, -0.73], [0.02, -0.05, -0.06], [0.09, -0.48, -0.28], [-0.25, -0.15, 0.28], [-0.07, 0.09, 0.05], [-0.13, -0.10, 0.11], [0.60, 0.02, -0.20], [-0.11, 0.03, -0.02], [0.01, -0.13, -0.11], [0.40, -0.07, 0.12], [-0.18, -0.06, -0.09], [-0.04, 0.07, 0.06], [0.21, 0.01, 0.04], [0.15, 0.31, 0.07], [-0.36, -0.54, -0.18], [0.06, -0.31, -0.18], [0.13, 0.13, 0.14], [-0.11, 0.07, 0.14], [0.03, 0.03, 0.08], [0.12, 0.04, -0.37], [-0.05, 0.03, -0.06], [-0.12, -0.03, 0.15], [-0.01, -0.05, 0.02], [0.01, 0.01, -0.05], [0.00, -0.17, 0.16], [-0.03, 0.07, 0.04], [0.04, 0.06, -0.02], [-0.13, -0.01, -0.02], [-0.01, 0.04, -0.06], [0.18, -0.04, 0.13], [-0.03, 0.13, -0.13], [0.06, -0.13, -0.09], [0.18, -0.01, -0.12], [-0.08, 0.04, 0.09], [-0.05, 0.03, 0.06], [0.10, 0.03, -0.09], [-0.12, 0.06, -0.03], [-0.05, 0.08, 0.03], [-0.02, -0.04, 0.03], [0.00, 0.06, -0.06], [0.21, 0.00, 0.13], [0.09, 0.03, 0.05]],
  "homo_ev": -8.61,
  "e_above_lowest_kj_mol": 89.5,
  "e_tot_ha": -2060.83623,
  "homo_lumo_gap_ev": 8.96,
  "e_lumo_ha": 0.013,
  "smiles": "COc1cccc(CNC(=O)N2CCN(S(=O)(=O)c3ccc(Cl)cc3)CC2)c1",
  "max_force_ev_per_a": 1.05
}

=====

Record 3
{
  "formula": "C3H3ClO2",
  "method": "ωB97M-V/def2-TZVPD",
  "symbols": ["Cl", "O", "O", "C", "C", "C", "H", "H", "H"],
  "positions_angstrom": [[3.81413, 2.87847, 0.14534], [1.59862, 0.43772, 1.98282], [1.91268, 2.63962, -1.62869], [2.30673, 2.44968, -0.53942], [0.23538, 0.06010, -0.08498], [1.09140, 0.67759, 0.95534], [0.48211, 0.51694, -1.07394], [0.24593, -0.97210, -0.11624], [-0.75377, 0.44292, 0.23484]],
  "forces_ev_per_a": [[1.19, 0.52, 0.35], [-0.90, 0.06, -0.80], [0.32, 0.20, -0.01], [-2.27, -1.66, 0.59], [-0.60, 3.18, -0.14], [2.29, 0.68, -0.56], [-0.24, -0.38, 0.88], [0.12, -2.24, 0.19], [0.08, -0.36, -0.50]],
  "homo_ev": [-8.28, -7.78],
  "e_above_lowest_kj_mol": 274.5,
  "e_tot_ha": -726.67538,
  "homo_lumo_gap_ev": [8.34, 7.26],
  "e_lumo_ha": [0.002, -0.019],
  "max_force_ev_per_a": 3.24
}

=====

Record 4
{
  "formula": "C7H10",
  "method": "ωB97M-V/def2-TZVPD",
  "symbols": ["C", "C", "C", "C", "C", "C", "C", "H", "H", "H", "H", "H", "H", "H", "H", "H", "H"],
  "positions_angstrom": [[-0.07726, 0.34052, 1.96215], [0.28477, 0.88670, 0.59973], [0.52739, -0.22948, -1.86636], [0.12566, -0.20740, -0.44070], [1.47398, -0.96485, -1.00111], [-1.16092, 0.78298, 1.04318], [-1.41075, -0.31678, 0.01006], [-1.83906, 1.59829, 1.30111], [0.03127, -0.72403, 2.17085], [-1.81696, -1.25460, 0.40220], [0.14019, 0.99028, 2.80558], [-2.09100, 0.05028, -0.77453], [0.90595, 1.77244, 0.50744], [2.35149, -0.41233, -0.66333], [0.96924, 0.59410, -2.39863], [1.70558, -2.01003, -1.21753], [-0.11953, -0.89609, -2.44012]],
  "forces_ev_per_a": [[0.19, -0.07, 0.13], [0.44, 0.12, -0.20], [0.22, 0.31, -0.50], [0.49, -0.24, 0.09], [-1.12, -0.26, 1.16], [-0.09, 0.02, -0.12], [0.19, -0.35, -0.09], [0.17, -0.34, -0.21], [0.08, 0.19, -0.09], [0.20, 0.02, -0.03], [-0.02, -0.05, -0.17], [0.49, -0.25, -0.02], [-0.09, -0.07, -0.01], [-0.27, -0.05, -0.04], [-0.44, 0.55, -0.26], [-0.58, 0.13, 0.49], [0.15, 0.37, -0.14]],
  "homo_ev": -8.92,
  "e_above_lowest_kj_mol": 307.5,
  "e_tot_ha": -272.60088,
  "homo_lumo_gap_ev": 10.10,
  "e_lumo_ha": 0.044,
  "smiles": "C1[C@@H]2CC3(CC3)[C@H]12",
  "max_force_ev_per_a": 1.64
}